# C32H32I2N6O2SScTe

A structure of composition C32H32I2N6O2SScTe at a distorted geometry (ωB97M-V/def2-TZVPD, the Open Molecules 2025 dataset).

Output
energy: -101768.9451 eV
energy relative to the best compared isomer or geometry (same formula, charge and spin): 62.9 kcal/mol
E_HOMO (spin up / spin down): -2.359 / -1.105 eV
Kohn-Sham gap (spin up / spin down): 3.841 / 2.586 eV
net charge: -1

Each line ends with the Mulliken charge.
Element x y z (Å)
Sc1 -0.33 0.05 0.32  -1.125
I1 4.99 2.72 4.32  0.034
C1 3.16 1.88 3.72  -0.632
C2 2.91 0.54 3.98  -0.133
C3 1.73 -0.01 3.52  -0.187
I2 1.30 -2.05 3.83  0.041
C4 0.77 0.72 2.78  0.577
O1 -0.31 0.17 2.31  -0.737
C5 1.05 2.10 2.60  0.244
C6 0.02 2.89 1.84  -1.123
N1 0.03 2.48 0.43  0.377
C7 -0.93 3.22 -0.38  -1.375
C8 -2.31 2.60 -0.26  0.775
C9 -3.42 3.25 -0.75  -0.894
C10 -4.68 2.67 -0.58  -0.896
C11 -4.75 1.47 0.12  -0.712
C12 -3.59 0.89 0.58  -1.224
N2 -2.36 1.41 0.38  0.915
C13 2.23 2.66 3.05  -0.208
H1 3.62 -0.06 4.54  0.597
H2 -0.97 2.67 2.25  0.344
H3 0.21 3.97 1.94  0.542
H4 0.97 2.67 0.08  0.009
H5 -0.99 4.27 -0.07  0.433
H6 -0.61 3.21 -1.42  0.179
H7 -3.31 4.21 -1.25  0.416
H8 -5.57 3.15 -0.96  0.359
H9 -5.70 0.99 0.31  0.495
H10 -3.62 -0.03 1.16  0.896
H11 2.44 3.70 2.86  0.361
N3 -6.75 -3.10 -0.53  -0.445
C14 -5.73 -3.24 0.43  0.282
O2 -5.97 -3.88 1.46  -0.737
C15 -4.48 -2.60 0.14  0.897
C16 -3.35 -2.81 1.00  -1.146
C17 -2.16 -2.21 0.75  0.253
N4 -1.93 -1.33 -0.31  0.565
C18 -3.02 -1.13 -1.13  -0.764
C19 -4.24 -1.73 -0.97  -1.044
H12 -7.53 -3.71 -0.38  0.258
H13 -6.47 -3.02 -1.50  0.197
H14 -3.47 -3.46 1.85  0.438
H15 -1.30 -2.40 1.38  0.296
H16 -2.88 -0.44 -1.96  0.510
H17 -5.02 -1.49 -1.68  0.170
C20 1.21 -1.52 0.06  1.458
C21 1.26 -2.73 -0.43  -0.015
C22 2.62 -2.17 0.09  -0.296
C23 3.53 -2.01 -1.02  -0.224
C24 3.21 -2.47 -2.27  -0.861
C25 2.13 -3.39 -2.48  -0.077
C26 1.20 -3.63 -1.52  -1.275
H18 3.04 -2.50 1.04  0.446
H19 4.54 -1.63 -0.85  0.334
H20 3.90 -2.30 -3.09  0.390
H21 2.12 -3.94 -3.41  0.386
H22 0.47 -4.43 -1.60  0.361
C27 -0.65 -1.26 -3.56  -0.881
Te1 0.26 0.48 -2.70  0.512
C28 -0.86 1.75 -4.05  -1.269
H23 -0.23 -1.44 -4.55  0.421
H24 -1.72 -1.12 -3.63  0.414
H25 -0.43 -2.09 -2.90  0.065
H26 -1.93 1.53 -3.96  0.355
H27 -0.53 1.55 -5.07  0.397
H28 -0.68 2.79 -3.81  0.388
S1 2.88 1.57 -0.60  -0.363
C29 4.36 1.25 0.10  0.198
N5 4.35 0.40 1.19  0.949
C30 5.48 0.06 1.84  -0.091
C31 6.66 0.58 1.42  -0.815
C32 6.63 1.44 0.32  -0.104
N6 5.53 1.77 -0.32  -0.564
H29 3.46 -0.03 1.43  -0.602
H30 5.38 -0.63 2.67  0.441
H31 7.59 0.34 1.93  0.407
H32 7.54 1.89 -0.07  0.437

=====

# C32H32IrN7O4S2

A structure of composition C32H32IrN7O4S2 (ωB97M-V/def2-TZVPD, the Open Molecules 2025 dataset).

Output
energy: -76830.2320 eV
energy relative to the best compared isomer or geometry (same formula, charge and spin): 23.2 kcal/mol
E_HOMO (spin up / spin down): -1.095 / -1.075 eV
Kohn-Sham gap (spin up / spin down): 5.527 / 5.508 eV
net charge: -2

Each line ends with the Mulliken charge.
Element x y z (Å)
Ir1 -0.08 -0.08 -0.16  1.106
O1 0.41 1.66 -1.51  -0.371
N1 -0.37 2.65 -1.67  -0.964
N2 -0.83 3.18 -0.60  1.134
O2 -0.53 2.86 0.61  -0.708
C1 -1.80 4.22 -0.80  0.120
C2 -2.32 4.84 0.33  -0.275
C3 -3.26 5.85 0.18  -0.561
C4 -3.68 6.25 -1.08  -0.394
C5 -3.15 5.62 -2.20  -0.513
C6 -2.22 4.60 -2.07  -0.377
H1 -1.97 4.49 1.29  0.429
H2 -3.66 6.33 1.07  0.334
H3 -4.41 7.04 -1.18  0.355
H4 -3.48 5.92 -3.19  0.337
H5 -1.82 4.09 -2.94  0.436
N3 3.07 1.99 -5.88  -0.663
C7 3.32 1.04 -4.87  1.182
C8 2.29 0.62 -4.03  -0.827
C9 2.53 -0.32 -3.04  -0.289
C10 3.80 -0.85 -2.88  -0.075
C11 4.83 -0.44 -3.71  -0.683
C12 4.59 0.49 -4.71  -0.671
S1 4.11 -1.99 -1.53  1.076
O3 5.49 -1.74 -1.13  -0.745
O4 3.83 -3.33 -2.00  -0.714
N4 3.04 -1.59 -0.47  0.021
C13 3.08 -0.39 0.13  -0.138
S2 4.54 0.44 0.65  -0.186
C14 3.58 1.73 1.29  -0.431
C15 2.27 1.48 1.09  -0.726
N5 1.99 0.29 0.45  -0.042
H6 2.26 2.55 -5.67  0.255
H7 3.86 2.60 -6.04  0.208
H8 1.30 1.07 -4.10  0.209
H9 1.73 -0.60 -2.37  0.504
H10 5.83 -0.83 -3.55  0.379
H11 5.39 0.82 -5.36  0.278
H12 4.02 2.60 1.73  0.412
H13 1.44 2.13 1.31  0.386
C16 -3.10 -1.58 0.26  -1.554
C17 -3.07 -0.12 -0.19  1.918
C18 -4.09 0.08 -1.32  -1.963
C19 -3.44 0.80 0.98  -1.223
N6 -1.78 0.29 -0.71  -0.318
H14 -4.13 -1.90 0.49  0.491
H15 -2.49 -1.72 1.16  0.051
H16 -2.70 -2.23 -0.52  0.344
H17 -5.11 -0.16 -0.99  0.401
H18 -3.84 -0.56 -2.17  0.390
H19 -4.06 1.12 -1.66  0.363
H20 -4.43 0.54 1.38  0.419
H21 -3.44 1.84 0.65  0.271
H22 -2.70 0.70 1.77  0.055
N7 0.01 -1.63 0.80  -0.457
C20 -0.02 -2.37 1.83  -0.190
C21 0.78 -3.63 1.85  0.976
C22 1.04 -4.33 3.03  -0.210
C23 1.85 -5.47 3.01  -0.815
C24 2.42 -5.90 1.83  -0.417
C25 2.18 -5.19 0.65  -0.624
C26 1.36 -4.08 0.67  -0.408
C27 -0.85 -1.96 3.01  -0.247
C28 -1.67 -2.86 3.70  -0.192
C29 -2.48 -2.43 4.74  -0.758
C30 -2.48 -1.10 5.13  -0.470
C31 -1.67 -0.20 4.45  -0.422
C32 -0.87 -0.62 3.40  -0.229
H23 0.64 -3.99 3.97  0.399
H24 2.05 -5.99 3.94  0.356
H25 3.07 -6.77 1.82  0.360
H26 2.66 -5.48 -0.28  0.383
H27 1.22 -3.50 -0.23  0.402
H28 -1.69 -3.90 3.39  0.551
H29 -3.12 -3.15 5.25  0.360
H30 -3.11 -0.76 5.94  0.353
H31 -1.67 0.85 4.73  0.390
H32 -0.27 0.09 2.84  0.459

=====

# C32H32N5O5SbV

A structure of composition C32H32N5O5SbV at a distorted geometry (ωB97M-V/def2-TZVPD, the Open Molecules 2025 dataset).

Output
energy: -83588.8632 eV
energy relative to the best compared isomer or geometry (same formula, charge and spin): 20.9 kcal/mol
E_HOMO: -15.304 eV
Kohn-Sham gap: 4.318 eV
net charge: +3

Each line ends with the Mulliken charge.
Element x y z (Å)
V1 -0.31 -0.07 0.15  -0.870
C1 -2.23 3.75 -0.80  -1.649
C2 -1.42 2.64 -0.25  0.864
N1 -1.39 1.44 -0.73  1.874
N2 -2.15 1.12 -1.83  -1.447
C3 -2.05 -0.15 -2.02  0.921
O1 -1.27 -0.80 -1.09  -0.250
C4 -2.68 -0.92 -3.06  0.455
C5 -3.39 -0.26 -4.07  -0.358
C6 -4.00 -1.00 -5.05  -0.752
C7 -3.91 -2.39 -5.03  -0.384
C8 -3.21 -3.05 -4.03  -0.817
C9 -2.59 -2.32 -3.04  -0.278
C10 -0.55 2.78 0.93  0.185
C11 -0.41 3.92 1.68  -0.683
C12 0.40 3.87 2.81  -0.714
C13 1.04 2.68 3.14  -1.098
C14 0.85 1.57 2.33  -0.389
N3 0.08 1.63 1.24  0.865
H1 -2.77 3.44 -1.69  0.368
H2 -2.94 4.08 -0.04  0.395
H3 -1.58 4.60 -1.04  0.415
H4 -3.45 0.82 -4.07  0.449
H5 -4.55 -0.51 -5.84  0.432
H6 -4.40 -2.97 -5.81  0.430
H7 -3.15 -4.13 -4.03  0.440
H8 -2.04 -2.82 -2.25  0.455
H9 -0.94 4.82 1.41  0.609
H10 0.52 4.74 3.44  0.516
H11 1.66 2.60 4.02  0.623
H12 1.30 0.62 2.57  0.622
O2 1.18 0.23 -0.76  -0.021
O3 2.37 0.11 -0.01  -0.534
C15 3.87 -0.32 -2.81  -1.042
Sb1 3.90 0.85 -1.09  1.196
C16 5.39 0.62 0.34  -1.030
C17 3.29 2.81 -1.42  -1.068
H13 4.83 -0.24 -3.31  0.437
H14 3.07 0.07 -3.43  0.349
H15 3.67 -1.35 -2.51  0.373
H16 6.32 1.05 -0.06  0.410
H17 5.52 -0.44 0.55  0.385
H18 5.06 1.17 1.22  0.353
H19 4.08 3.36 -1.92  0.479
H20 3.08 3.26 -0.45  0.309
H21 2.40 2.77 -2.04  0.324
O4 -0.15 -2.14 0.91  -0.622
C18 -0.96 -1.77 1.81  0.009
N4 -1.54 -2.32 2.84  0.447
C19 -2.23 -1.31 3.70  2.887
C20 -2.01 -0.02 2.87  -0.410
O5 -2.33 1.10 3.06  -0.463
N5 -1.28 -0.44 1.70  0.615
C21 -3.71 -1.64 3.83  -0.309
C22 -4.12 -2.97 3.78  -0.197
C23 -5.45 -3.30 3.98  -1.005
C24 -6.38 -2.30 4.23  -0.465
C25 -5.97 -0.98 4.29  -0.993
C26 -4.64 -0.65 4.09  -0.111
C27 -1.49 -1.21 5.04  -0.254
C28 -1.43 -0.01 5.75  -0.020
C29 -0.82 0.02 7.00  -1.007
C30 -0.27 -1.13 7.55  -0.475
C31 -0.35 -2.33 6.85  -1.016
C32 -0.96 -2.36 5.60  -0.249
H22 -1.44 -3.29 3.07  0.408
H23 -3.42 -3.78 3.61  0.228
H24 -5.76 -4.34 3.95  0.424
H25 -7.42 -2.56 4.39  0.435
H26 -6.69 -0.20 4.50  0.425
H27 -4.34 0.39 4.16  0.488
H28 -1.88 0.89 5.36  0.530
H29 -0.79 0.95 7.56  0.445
H30 0.19 -1.10 8.53  0.439
H31 0.05 -3.23 7.28  0.429
H32 -1.03 -3.32 5.10  0.238